Entry 1:
A molecular structure, C32H47ClN13O5PPbS2. Source: the OMol25 dataset; level of theory: wB97M-V/def2-TZVPD.

CARTESIAN COORDINATES (ANGSTROEM)
1 Pb -0.07 -0.28 0.01
2 C 3.46 -2.65 2.21
3 C 2.33 -1.74 1.81
4 N 1.33 -2.12 1.10
5 N 1.23 -3.44 0.82
6 C 0.18 -3.82 0.13
7 N 0.11 -5.18 -0.06
8 S -1.06 -2.88 -0.61
9 C 2.31 -0.36 2.34
10 C 3.35 0.16 3.10
11 C 3.20 1.41 3.67
12 C 2.03 2.12 3.47
13 C 1.05 1.55 2.68
14 N 1.19 0.35 2.13
15 H 3.34 -3.61 1.71
16 H 3.47 -2.81 3.29
17 H 4.41 -2.21 1.92
18 H 0.65 -5.75 0.56
19 H -0.77 -5.53 -0.38
20 H 4.26 -0.40 3.24
21 H 4.00 1.83 4.26
22 H 1.88 3.09 3.91
23 H 0.12 2.06 2.45
24 O 3.52 4.03 -2.99
25 C 3.93 2.83 -3.33
26 O 4.71 2.64 -4.24
27 C 3.38 1.67 -2.56
28 C 3.78 0.36 -2.76
29 Cl 4.93 -0.30 -3.82
30 N 3.07 -0.44 -1.93
31 N 2.20 0.28 -1.21
32 C 2.37 1.55 -1.56
33 C 1.56 2.62 -0.85
34 O 1.86 3.81 -1.08
35 O 0.66 2.23 -0.07
36 C 3.23 -1.85 -1.75
37 C 4.40 -2.32 -1.18
38 C 4.58 -3.68 -1.01
39 C 3.58 -4.56 -1.40
40 C 2.41 -4.08 -1.97
41 C 2.23 -2.71 -2.14
42 H 2.87 4.00 -2.21
43 H 5.18 -1.61 -0.89
44 H 5.50 -4.05 -0.58
45 H 3.71 -5.63 -1.26
46 H 1.62 -4.76 -2.26
47 H 1.31 -2.32 -2.57
48 C -5.81 0.82 2.23
49 N -4.53 0.41 1.70
50 C -4.51 -0.94 1.13
51 P -3.27 1.44 1.42
52 O -1.98 0.70 1.49
53 N -3.50 2.19 -0.03
54 C -2.43 3.02 -0.57
55 C -4.80 2.41 -0.64
56 N -3.32 2.62 2.59
57 C -4.01 3.88 2.46
58 C -2.89 2.28 3.94
59 H -6.09 0.18 3.08
60 H -6.61 0.74 1.49
61 H -5.77 1.84 2.59
62 H -4.75 -1.67 1.91
63 H -3.52 -1.16 0.74
64 H -5.23 -1.04 0.32
65 H -1.51 2.87 -0.02
66 H -2.70 4.08 -0.53
67 H -2.24 2.75 -1.62
68 H -5.57 1.84 -0.13
69 H -4.78 2.10 -1.69
70 H -5.08 3.47 -0.61
71 H -4.27 4.07 1.43
72 H -3.37 4.69 2.81
73 H -4.93 3.91 3.06
74 H -2.28 1.38 3.91
75 H -3.74 2.11 4.61
76 H -2.29 3.09 4.35
77 S -0.04 -0.23 -3.61
78 C -0.52 -1.66 -4.35
79 N 0.15 -2.15 -5.42
80 C -0.12 -3.42 -6.08
81 C -0.84 -4.34 -5.11
82 C -2.02 -3.60 -4.52
83 N -1.55 -2.38 -3.89
84 H 0.94 -1.59 -5.70
85 H 0.82 -3.85 -6.40
86 H -0.74 -3.26 -6.96
87 H -0.16 -4.64 -4.30
88 H -1.17 -5.24 -5.63
89 H -2.54 -4.19 -3.76
90 H -2.74 -3.37 -5.31
91 H -2.02 -2.03 -3.07
92 C -5.36 1.13 -4.15
93 N -3.98 0.91 -3.74
94 C -2.96 1.79 -4.28
95 C -3.69 -0.01 -2.85
96 N -3.46 -0.84 -2.07
97 H -5.45 1.07 -5.24
98 H -5.71 2.11 -3.83
99 H -5.99 0.37 -3.70
100 H -2.98 1.76 -5.38
101 H -1.98 1.44 -3.95
102 H -3.11 2.82 -3.96

Calculated values
ΔE to the lowest compared entry with this formula, charge and spin, kcal per mole: 18.6
HOMO level, eV: -7.44
Strongest force on any atom, eV/A: 0.7
Total charge: 0

Entry 2:
C5H9N in the gas phase in a non-equilibrium geometry. Source: the OMol25 dataset; level of theory: wB97M-V/def2-TZVPD.

CARTESIAN COORDINATES (ANGSTROEM)
1 C -1.27 0.87 0.45
2 C -1.96 -0.33 -0.23
3 C -0.55 -0.42 0.28
4 N 0.58 -0.46 -0.64
5 C 1.85 -0.78 -0.02
6 C 1.59 0.58 -0.51
7 H -0.99 1.69 -0.20
8 H -1.67 1.13 1.42
9 H -2.76 -0.80 0.34
10 H -2.15 -0.28 -1.29
11 H -0.43 -1.07 1.14
12 H 1.84 -0.96 1.05
13 H 2.49 -1.44 -0.59
14 H 2.03 0.92 -1.44
15 H 1.40 1.35 0.24

Calculated values
SMILES: C1CC1N1CC1
ΔE to the lowest compared entry with this formula, charge and spin, kcal per mole: 53.9
HOMO level, eV: -8.81
Strongest force on any atom, eV/A: 1.0
Total charge: 0

Entry 3:
A gas-phase ion, C16H21Br3N2O6P (charge +1) in a non-equilibrium geometry. Source: the OMol25 dataset; level of theory: wB97M-V/def2-TZVPD.

CARTESIAN COORDINATES (ANGSTROEM)
1 C -3.73 -1.37 2.58
2 C -2.28 -1.69 2.51
3 C -1.24 -1.07 1.36
4 C -0.60 0.39 1.77
5 N -0.90 1.08 3.10
6 C 0.45 1.15 0.76
7 C 1.13 2.59 1.17
8 O 2.49 2.73 1.18
9 O 0.21 3.68 1.56
10 C 0.95 4.90 1.93
11 C 1.55 4.87 3.48
12 O 2.64 4.20 3.85
13 Br 0.60 5.95 4.92
14 C 0.73 0.35 -0.68
15 C 1.77 1.08 -1.72
16 C 0.92 2.32 -2.44
17 C -0.23 1.81 -3.49
18 Br 2.18 3.55 -3.42
19 C 0.00 -1.13 -0.95
20 C 0.34 -1.82 -2.39
21 C 1.57 -2.94 -2.32
22 C 2.02 -3.34 -0.80
23 Br 1.20 -4.57 -3.50
24 N -0.93 -1.82 0.04
25 P -1.71 -3.40 -0.12
26 O -1.41 -4.25 -1.39
27 O -1.40 -4.49 1.25
28 O -3.46 -3.09 -0.13
29 H -4.09 -0.27 2.27
30 H -4.53 -2.20 2.89
31 H -1.85 -2.40 3.36
32 H -1.89 1.43 3.10
33 H -0.87 0.36 3.87
34 H 1.76 5.24 1.13
35 H 0.13 5.78 1.93
36 H 2.68 1.62 -1.18
37 H 2.24 0.38 -2.53
38 H 0.42 2.96 -1.57
39 H -0.76 2.73 -4.03
40 H 0.24 1.06 -4.29
41 H -1.11 1.22 -2.95
42 H -0.64 -2.28 -2.90
43 H 0.72 -1.03 -3.20
44 H 2.53 -2.44 -2.83
45 H 2.52 -2.37 -0.32
46 H 2.90 -4.13 -0.90
47 H 1.16 -3.74 -0.11
48 H -0.90 -5.31 0.91
49 H -3.53 -2.29 -0.75

Calculated values
SMILES: C=Cc1c(N)c(C(=O)OCC(=O)Br)c(C[C@H](C)Br)c(C[C@@H](C)Br)[n+]1P(=O)(O)O
HOMO level, eV: -12.57
Strongest force on any atom, eV/A: 9.6
Total charge: +1

Entry 4:
A gas-phase ion, CH6N3O (charge +1) in a non-equilibrium geometry. Source: the OMol25 dataset; level of theory: wB97M-V/def2-TZVPD.

CARTESIAN COORDINATES (ANGSTROEM)
1 C -0.79 -0.22 0.19
2 N 1.37 0.86 0.21
3 N 1.13 -1.02 -0.89
4 N 0.60 -0.13 -0.17
5 O 2.68 -0.84 -1.16
6 H -1.36 0.61 -0.23
7 H -0.91 -0.21 1.27
8 H -1.21 -1.15 -0.20
9 H 1.08 1.51 0.92
10 H 2.35 0.69 -0.11
11 H 0.75 -1.84 -1.34

Calculated values
SMILES: CN(N)[NH+]=O
ΔE to the lowest compared entry with this formula, charge and spin, kcal per mole: 120.5
HOMO level (alpha / beta), eV: -15.06 / -15.06
Strongest force on any atom, eV/A: 7.6
Total charge: +1

Entry 5:
5 unconnected molecules or ions with the total composition CH12NO5 in a non-equilibrium geometry. Source: the OMol25 dataset; level of theory: wB97M-V/def2-TZVPD.

CARTESIAN COORDINATES (ANGSTROEM)
1 N 0.19 -0.36 1.14
2 C -1.02 -0.69 1.77
3 O -1.67 -1.91 1.37
4 H 0.90 -1.07 1.12
5 H 0.08 0.02 0.17
6 H -1.82 0.08 1.75
7 H -0.89 -0.68 2.87
8 H -1.43 -2.00 0.44
9 H -1.81 -1.84 -2.37
10 O -1.25 -1.80 -1.60
11 H -0.85 -0.83 -1.55
12 H -0.80 1.25 -1.41
13 O -0.25 0.47 -1.50
14 H 0.96 1.49 -1.66
15 H 2.51 1.17 -1.91
16 O 1.90 1.89 -1.71
17 H 1.69 1.99 0.23
18 H 1.30 1.31 1.37
19 O 1.85 2.10 1.19

Calculated values
ΔE to the lowest compared entry with this formula, charge and spin, kcal per mole: 1.1
HOMO level, eV: -5.52
Strongest force on any atom, eV/A: 2.3
Total charge: -1

Entry 6:
A molecular structure, C29H27ClO2PV in a non-equilibrium geometry. Source: the OMol25 dataset; level of theory: wB97M-V/def2-TZVPD.

CARTESIAN COORDINATES (ANGSTROEM)
1 V -1.22 0.60 0.16
2 C 2.14 2.62 0.28
3 C 2.95 1.60 -0.49
4 C 4.20 1.93 -0.97
5 C 4.96 1.02 -1.70
6 C 4.48 -0.25 -1.96
7 C 3.23 -0.62 -1.48
8 C 2.48 0.30 -0.75
9 P 0.98 -0.32 0.00
10 C 0.51 -1.92 -0.64
11 C 0.58 -3.04 0.18
12 C 0.24 -4.29 -0.33
13 C -0.17 -4.39 -1.65
14 C -0.25 -3.26 -2.46
15 C 0.09 -2.01 -1.98
16 C 0.02 -0.80 -2.88
17 C 1.19 -0.35 1.78
18 C 2.47 -0.44 2.34
19 C 2.62 -0.37 3.71
20 C 1.51 -0.16 4.52
21 C 0.24 -0.04 3.97
22 C 0.06 -0.15 2.60
23 C -1.33 -0.12 2.02
24 H 2.69 3.55 0.37
25 H 1.90 2.28 1.29
26 H 1.21 2.85 -0.24
27 H 4.59 2.92 -0.78
28 H 5.94 1.31 -2.06
29 H 5.07 -0.96 -2.53
30 H 2.86 -1.61 -1.68
31 H 0.90 -2.95 1.21
32 H 0.30 -5.16 0.30
33 H -0.43 -5.36 -2.06
34 H -0.58 -3.36 -3.49
35 H -0.39 -1.06 -3.85
36 H 1.01 -0.35 -3.04
37 H -0.63 -0.01 -2.48
38 H 3.33 -0.57 1.70
39 H 3.60 -0.46 4.15
40 H 1.63 -0.09 5.59
41 H -0.62 0.13 4.61
42 H -2.07 0.39 2.63
43 H -1.71 -1.12 1.76
44 C -5.45 -0.84 -0.62
45 C -4.37 -1.72 -0.58
46 C -3.08 -1.22 -0.65
47 C -2.88 0.17 -0.71
48 C -3.97 1.06 -0.78
49 C -5.25 0.54 -0.74
50 H -6.45 -1.23 -0.57
51 H -4.54 -2.78 -0.52
52 H -2.25 -1.92 -0.66
53 H -3.82 2.12 -0.87
54 H -6.10 1.20 -0.79
55 Cl -0.44 5.51 -0.13
56 C -1.95 4.58 -0.15
57 C -1.83 3.49 0.86
58 O -2.07 3.49 2.00
59 O -1.27 2.23 0.27
60 H -2.08 4.19 -1.16
61 H -2.77 5.22 0.15

Calculated values
ΔE to the lowest compared entry with this formula, charge and spin, kcal per mole: 2.5
HOMO level, eV: -14.82
Strongest force on any atom, eV/A: 1.7
Total charge: +2